# 1
{"formula": "C19H25BrClFIN3O6P", "method": "ωB97M-V with the def2-TZVPD basis set", "species": ["C", "O", "C", "C", "C", "C", "N", "C", "N", "N", "I", "C", "P", "O", "Br", "C", "Cl", "C", "C", "O", "C", "C", "C", "C", "C", "C", "H", "H", "H", "H", "H", "H", "H", "H", "H", "H", "H", "H", "H", "H", "H", "H", "H", "H", "H", "H", "H", "H", "C", "C", "O", "C", "O", "O", "F", "H", "H", "H"], "positions_angstrom": [[3.567726, -2.258163, -0.871080], [2.660203, -1.189390, -1.147927], [2.868133, -0.062476, -0.302048], [1.585775, 0.814396, -0.361087], [0.438413, -0.020900, 0.274123], [-0.843514, 0.768931, 0.682823], [-0.579117, 2.232139, 0.864077], [-1.611966, 2.698595, 1.662399], [-1.397487, 3.355978, 2.814750], [-2.899945, 2.430139, 1.264078], [-4.012392, 1.465356, 2.716779], [-2.987622, 1.845290, -0.083879], [-4.783510, 1.539423, -0.636367], [-5.676712, 2.738557, 0.075883], [-4.698269, 2.153195, -2.803104], [-2.041671, 0.615221, -0.327000], [-1.325162, 0.817197, -1.979537], [-2.639627, -0.792541, -0.073856], [-3.304998, -1.496766, -1.275322], [-3.759877, -0.951014, -2.254570], [-3.437635, -3.028370, -1.172402], [-3.717980, -3.554707, 0.121197], [-3.900673, -4.938670, 0.306065], [-3.801708, -5.770678, -0.834638], [-3.503477, -5.265944, -2.107899], [-3.329468, -3.870854, -2.290689], [4.102792, -2.144281, 0.088161], [2.997967, -3.208576, -0.886996], [4.301229, -2.320152, -1.702337], [3.728441, 0.522385, -0.680608], [3.081981, -0.358990, 0.746601], [1.800214, 1.770873, 0.139958], [1.376877, 0.931228, -1.440046], [0.189896, -0.884606, -0.368793], [0.841820, -0.468387, 1.209195], [-1.198871, 0.355496, 1.649496], [0.264858, 2.407991, 1.407112], [-1.810140, 3.078856, 3.697901], [-0.730995, 4.120358, 2.836914], [-2.610694, 2.639183, -0.764887], [-6.536419, 2.346443, 0.298514], [-3.366182, -0.825641, 0.762369], [-1.807726, -1.450592, 0.253461], [-3.812953, -2.904384, 1.002516], [-4.111033, -5.331108, 1.308898], [-3.965266, -6.849219, -0.705429], [-3.396819, -5.910998, -2.986662], [-3.127659, -3.424690, -3.271192], [7.004464, 2.526191, -0.390298], [7.499389, 3.038003, 0.935044], [6.300295, 3.433390, 1.581973], [5.316603, 2.636844, 1.086098], [4.244563, 2.507363, 1.584754], [5.717451, 2.004286, -0.045675], [8.293082, 4.121083, 0.782094], [6.888327, 3.324127, -1.125641], [7.643357, 1.751190, -0.808177], [8.013712, 2.292388, 1.544916]], "forces_ev_per_angstrom": [[0.04, -0.42, -0.88], [0.13, -0.09, 1.06], [-0.14, 0.77, -0.35], [0.42, -1.51, -0.43], [0.33, 0.47, 0.82], [-0.36, -0.87, -1.06], [-1.26, 0.96, 1.88], [-0.68, -0.54, -0.75], [0.55, 0.44, 0.23], [1.35, -1.05, -0.03], [-0.23, 0.28, 0.32], [0.13, 1.12, -1.16], [-0.93, -0.89, -0.41], [0.89, -0.20, -0.21], [0.17, 0.15, 0.87], [0.42, 0.15, 0.77], [-0.50, -0.22, 0.35], [0.37, -0.39, -0.53], [-0.63, -1.47, -0.68], [0.54, 0.40, 0.75], [0.05, 0.41, 1.28], [0.14, -0.72, -0.40], [0.18, 0.67, -1.07], [-0.01, -0.17, 0.40], [0.06, 1.06, 0.10], [-0.25, -0.25, 0.71], [-0.32, 0.00, -0.36], [0.28, 0.50, 0.19], [-0.18, 0.06, 0.56], [-0.28, -0.19, 0.29], [-0.09, 0.02, -0.46], [-0.16, -0.34, -0.28], [0.05, 0.47, 0.61], [0.03, 0.61, 0.17], [-0.22, 0.26, -0.42], [0.11, 0.20, -0.37], [0.23, -0.16, -0.60], [-0.41, 0.32, -0.44], [0.21, -0.52, 0.08], [-0.11, -0.31, 0.54], [0.18, 0.19, -0.06], [0.32, 0.42, -0.41], [-0.45, 0.27, -0.23], [0.09, -0.23, -0.54], [0.05, 0.05, -0.61], [0.15, 0.50, -0.13], [-0.14, 0.10, 0.53], [-0.07, -0.30, 0.41], [0.19, -0.31, -0.50], [0.22, 0.53, -0.06], [-0.09, -0.60, -0.12], [-0.36, 0.08, 0.10], [-0.01, 0.02, -0.15], [0.05, 0.21, 0.36], [0.00, -0.03, 0.10], [0.06, 0.12, 0.16], [-0.20, -0.13, 0.06], [0.07, 0.11, 0.03]], "e_tot_ev": -139528.6888, "homo_energy_ev": -11.54, "largest_force_ev_per_a": 2.455, "total_charge": 1, "homo_lumo_gap_ev": 6.69}

---

# 2
{"formula": "C19H25BrKN11O4", "method": "ωB97M-V with the def2-TZVPD basis set", "species": ["K", "N", "C", "C", "C", "C", "N", "C", "N", "N", "C", "O", "O", "H", "H", "H", "H", "H", "H", "H", "H", "H", "H", "H", "H", "H", "H", "Br", "C", "C", "C", "C", "C", "N", "C", "O", "O", "H", "H", "H", "N", "N", "N", "C", "N", "N", "H", "H", "H", "N", "C", "C", "C", "C", "C", "C", "H", "H", "H", "H", "H"], "positions_angstrom": [[-0.175840, -1.021071, -0.724231], [0.534441, -1.240881, 2.194076], [0.368369, -2.697828, 2.151883], [0.758603, -3.400513, 3.450579], [-0.213613, -3.376177, 4.631433], [-1.669070, -3.787876, 4.371445], [-1.857240, -4.885615, 3.444777], [-2.274107, -4.645051, 2.139009], [-1.741172, -5.518078, 1.194862], [-3.098619, -3.757777, 1.757670], [1.111138, -3.366877, 0.946422], [1.005394, -4.607082, 0.866751], [1.735959, -2.591409, 0.177636], [1.260876, -1.006399, 1.520069], [0.882292, -0.937977, 3.095788], [-0.693432, -2.896327, 1.972693], [1.725171, -3.017126, 3.799997], [0.918585, -4.443260, 3.166023], [-0.271374, -2.384047, 5.096024], [0.215598, -4.042028, 5.390948], [-2.231451, -2.940825, 3.980434], [-2.111425, -4.023525, 5.347012], [-1.245353, -5.675142, 3.568321], [-0.753853, -5.685106, 1.361426], [-1.823990, -5.088871, 0.277766], [-3.464806, -3.187981, 2.514051], [-2.930794, -2.878989, -0.106491], [1.243930, 1.958111, 3.942482], [1.339059, 3.065042, 2.365291], [1.512628, 4.425298, 2.556810], [1.598156, 5.196024, 1.404554], [1.518951, 4.576443, 0.170824], [1.315150, 3.198773, 0.104960], [1.219367, 2.457375, 1.216842], [1.216517, 2.518331, -1.285858], [1.743576, 3.183109, -2.195649], [0.625883, 1.426451, -1.320719], [1.581700, 4.846827, 3.548640], [1.736615, 6.268326, 1.479887], [1.613728, 5.111135, -0.762779], [-2.058742, 2.707793, 2.770418], [-2.359102, 1.378185, 2.475132], [-2.496402, 0.953546, 1.245571], [-2.784905, -0.329209, 1.448855], [-2.821241, -0.631772, 2.755720], [-2.553231, 0.483460, 3.400892], [-1.660989, 3.069322, 1.907620], [-1.308883, 2.671516, 3.456570], [-2.902758, -1.017796, 0.619993], [-2.560489, -2.493723, -0.971858], [-3.458541, -2.648660, -1.953463], [-3.113829, -2.399881, -3.319369], [-4.012749, -2.582335, -4.350163], [-5.324091, -3.005450, -4.117706], [-5.704928, -3.213520, -2.789809], [-4.822309, -3.036211, -1.743819], [-2.100936, -2.073280, -3.531759], [-3.684644, -2.391553, -5.368851], [-6.023324, -3.148100, -4.933280], [-6.725822, -3.514939, -2.566956], [-5.161260, -3.165586, -0.721136]], "forces_ev_per_angstrom": [[-0.21, 0.17, -0.16], [0.17, 0.07, -0.15], [-0.26, 0.03, 0.18], [-0.05, -0.36, -0.13], [0.05, 0.20, 0.08], [-0.08, 0.07, -0.02], [-0.04, -0.04, 0.19], [0.16, -0.55, -0.29], [0.01, 0.00, 0.29], [-0.48, 0.45, 0.24], [0.29, 0.18, 0.12], [0.09, -0.01, 0.03], [-0.16, -0.12, 0.13], [0.14, -0.05, 0.06], [-0.12, 0.02, 0.01], [0.04, -0.04, -0.06], [0.02, 0.01, -0.08], [0.05, -0.01, 0.08], [0.12, 0.01, -0.03], [-0.05, 0.03, 0.06], [0.11, 0.07, -0.02], [-0.11, -0.05, -0.07], [0.13, 0.05, -0.19], [0.14, 0.17, -0.12], [-0.18, -0.11, -0.01], [0.04, -0.10, 0.05], [-0.10, 0.01, -0.06], [0.02, 0.01, 0.00], [0.01, 0.03, 0.06], [0.00, 0.01, -0.02], [0.00, -0.04, 0.00], [-0.02, 0.01, 0.03], [0.03, 0.00, -0.02], [-0.01, -0.05, -0.01], [0.01, 0.00, -0.03], [-0.02, 0.03, -0.01], [0.02, -0.07, 0.05], [0.01, 0.00, 0.00], [0.00, 0.00, 0.00], [0.00, 0.00, 0.00], [-0.01, -0.01, 0.01], [0.00, -0.07, 0.01], [0.09, 0.00, 0.06], [0.08, 0.06, -0.08], [-0.09, -0.02, 0.02], [0.03, 0.07, 0.00], [0.00, 0.01, -0.01], [0.01, 0.01, -0.01], [-0.16, -0.16, 0.05], [0.16, 0.06, -0.39], [0.20, 0.14, 0.29], [-0.09, 0.00, -0.06], [0.04, 0.02, 0.05], [-0.04, 0.00, -0.02], [0.03, 0.00, -0.01], [-0.07, -0.02, -0.09], [0.01, -0.02, 0.00], [-0.01, 0.00, -0.01], [0.00, 0.00, 0.00], [-0.01, 0.00, -0.01], [0.04, -0.11, 0.02]], "e_tot_ev": -131059.8555, "homo_energy_ev": -0.71, "largest_force_ev_per_a": 0.697, "total_charge": -2, "homo_lumo_gap_ev": 4.54}

---

# 3
{"formula": "C19H25ClN4O", "method": "ωB97M-V with the def2-TZVPD basis set", "species": ["O", "Cl", "N", "C", "C", "C", "C", "C", "C", "C", "C", "C", "C", "N", "N", "N", "C", "C", "C", "C", "C", "C", "C", "C", "C", "H", "H", "H", "H", "H", "H", "H", "H", "H", "H", "H", "H", "H", "H", "H", "H", "H", "H", "H", "H", "H", "H", "H", "H", "H"], "positions_angstrom": [[-1.467515, -5.145470, 0.911974], [-5.735866, -4.948554, -2.505508], [-2.186251, 0.560300, 2.106854], [-1.469410, -3.944535, 0.581031], [-3.116632, -0.106009, 1.515728], [-1.141170, -0.953044, 0.809572], [-0.907217, 0.047071, 1.715958], [-5.200732, -2.637231, -1.341832], [-3.545937, -4.331910, -0.804674], [-4.439106, -1.690670, -0.636603], [-4.742013, -3.954378, -1.450259], [-2.738958, -3.422228, -0.107248], [-3.230063, -2.066189, -0.017195], [-2.525188, -1.082440, 0.699812], [-0.342876, -3.176398, 0.788004], [1.175168, 1.527181, 1.358387], [0.731026, -3.728287, 1.622865], [-0.174951, -1.907177, 0.132018], [0.468142, 0.523544, 2.207026], [3.293140, 0.677838, 0.457354], [3.307606, 1.599580, 2.782777], [0.396589, 3.740916, 2.068521], [0.915374, 3.379409, -0.355206], [2.679893, 1.671437, 1.389557], [0.430598, 2.749783, 0.920865], [-4.200747, 0.092274, 1.567660], [-6.077537, -2.336589, -1.891870], [-3.225504, -5.391531, -0.871267], [-4.782779, -0.703273, -0.511141], [0.304144, -4.045807, 2.574113], [1.217209, -4.600337, 1.120535], [1.435267, -2.915057, 1.823119], [0.853489, -1.463667, 0.182068], [-0.439305, -2.000854, -0.933724], [1.092063, -0.383495, 2.349610], [0.304846, 0.940651, 3.196789], [4.352440, 0.965899, 0.297824], [3.269284, -0.349739, 0.859319], [2.770827, 0.744584, -0.483105], [2.714797, 2.155513, 3.500357], [3.386709, 0.539918, 3.132999], [4.305127, 2.020283, 2.715228], [-0.248379, 4.587411, 1.817154], [0.048901, 3.326516, 3.016885], [1.345401, 4.189023, 2.228898], [0.217548, 4.204706, -0.671704], [0.951391, 2.680592, -1.167933], [1.920391, 3.843129, -0.237434], [3.018492, 2.644559, 0.973582], [-0.583449, 2.407451, 0.776516]], "forces_ev_per_angstrom": [[-0.05, 1.78, -0.17], [0.71, -0.28, 0.56], [1.67, 0.77, 0.76], [0.29, -1.97, 0.08], [1.17, -0.62, -0.80], [0.10, 0.40, 0.30], [-1.19, 0.24, -0.67], [1.20, 0.23, 0.35], [-0.23, -1.13, -0.66], [0.53, -2.15, 0.15], [0.24, 1.12, 0.33], [-0.57, 1.70, -0.03], [0.09, -1.15, -0.62], [-0.32, 0.18, 0.08], [-0.35, -0.99, -0.10], [0.57, 0.12, -1.38], [-0.21, -0.29, -0.48], [-0.99, 1.44, -0.09], [-0.09, 0.72, -0.28], [1.12, -0.42, -0.04], [-0.28, -0.94, -0.06], [-0.98, 0.66, -0.16], [0.18, 1.42, -0.20], [-1.13, 0.06, 0.63], [0.09, -1.22, 1.78], [0.86, -0.40, 0.03], [-0.19, 0.05, 0.13], [-0.11, 0.88, 0.11], [-0.32, 1.04, -0.12], [0.09, -0.19, -0.07], [-0.25, 0.72, 0.48], [0.01, -0.29, -0.15], [-0.88, -0.76, 0.18], [0.19, 0.07, 0.21], [-0.10, 0.62, -0.26], [-0.11, -0.05, 0.50], [-0.37, -0.41, -0.01], [-0.07, 0.26, -0.23], [-0.07, -0.24, -0.42], [0.03, 0.16, 0.17], [-0.04, 0.77, -0.18], [0.23, -0.01, 0.26], [-0.22, -0.04, 0.07], [-0.05, -0.18, -0.19], [1.21, 0.25, 0.20], [0.61, -0.74, 0.42], [0.08, -0.50, -0.41], [-0.63, -0.26, -0.12], [-1.03, -0.26, 0.33], [-0.43, -0.16, -0.21]], "e_tot_ev": -40638.5770, "homo_energy_ev": -7.92, "largest_force_ev_per_a": 2.220, "smiles": "CC(C)N(Cc1ncn2c1CN(C)C(=O)c1cc(Cl)ccc1-2)C(C)C", "homo_lumo_gap_ev": 8.09}

---

# 4
{"formula": "C19H25ClN4O5", "method": "ωB97M-V with the def2-TZVPD basis set", "species": ["C", "H", "H", "C", "C", "C", "N", "C", "C", "C", "O", "N", "C", "O", "H", "N", "C", "O", "C", "O", "C", "C", "C", "C", "C", "C", "H", "H", "Cl", "H", "H", "H", "H", "C", "H", "C", "H", "H", "O", "C", "H", "H", "H", "H", "N", "H", "H", "H", "H", "H", "H", "H", "H", "H"], "positions_angstrom": [[-3.912354, -2.407188, -0.043433], [-4.355451, -2.421155, 0.948532], [-4.216805, -3.310331, -0.567589], [-2.394524, -2.332578, 0.054266], [-1.747568, -2.240607, -1.328252], [-0.242137, -2.520347, -1.283241], [0.477206, -1.625010, -0.388727], [0.879393, -0.376004, -0.784072], [1.580466, 0.437337, 0.071818], [1.862109, 0.034401, 1.421328], [2.388495, 0.704234, 2.288198], [1.423490, -1.258558, 1.703697], [0.797706, -2.132979, 0.864690], [0.525367, -3.263860, 1.194650], [1.644058, -1.617580, 2.625981], [2.105673, 1.676293, -0.387477], [1.583634, 2.872030, -0.029514], [2.115982, 3.935243, -0.258533], [0.197513, 2.769306, 0.613750], [-0.648211, 2.149547, -0.339974], [-1.936413, 1.867560, -0.004582], [-2.468509, 1.953301, 1.276721], [-3.792093, 1.614710, 1.502364], [-4.591507, 1.202224, 0.451557], [-4.076518, 1.125976, -0.834704], [-2.755711, 1.452061, -1.056515], [-2.339632, 1.415508, -2.051516], [-4.709020, 0.822699, -1.654387], [-6.244643, 0.783957, 0.737576], [-4.200617, 1.678313, 2.498399], [-1.865174, 2.285042, 2.106140], [0.272599, 2.181746, 1.535618], [-0.157019, 3.779296, 0.847710], [3.425497, 1.625598, -0.996685], [3.686704, 2.648773, -1.271471], [4.472271, 1.060711, -0.039461], [5.480851, 1.302976, -0.407553], [4.343454, 1.509330, 0.954718], [4.311267, -0.341808, 0.032638], [5.090048, -0.929356, 1.044022], [4.885227, -1.997903, 1.013113], [4.820033, -0.528747, 2.028084], [6.159375, -0.756394, 0.872092], [3.382418, 0.988812, -1.884665], [0.626990, 0.024391, -2.061239], [-0.141863, -0.400927, -2.550035], [0.729677, 1.018461, -2.202683], [-0.085981, -3.525231, -0.882453], [0.205872, -2.471696, -2.278797], [-1.957433, -1.253666, -1.748440], [-2.197480, -2.985965, -1.987270], [-2.018835, -3.217458, 0.569825], [-2.113058, -1.457466, 0.645371], [-4.304811, -1.547017, -0.579601]], "forces_ev_per_angstrom": [[0.22, 0.05, 0.09], [-0.14, 0.01, 0.07], [-0.08, -0.10, -0.06], [-0.16, -0.03, -0.22], [0.23, -0.11, 0.31], [-0.37, -0.28, -0.26], [0.03, -0.03, -0.18], [0.40, 0.53, 0.34], [-0.24, 0.18, 0.07], [-0.38, -0.27, -0.49], [0.17, 0.16, 0.17], [0.23, 0.00, 0.46], [0.07, 0.10, 0.05], [-0.07, -0.30, 0.14], [-0.08, 0.05, -0.17], [0.10, -0.77, -0.23], [-0.69, 0.15, 0.08], [0.06, 0.27, 0.13], [0.13, 0.27, 0.27], [-0.21, 0.11, -0.14], [-0.16, -0.09, -0.07], [0.37, 0.08, -0.08], [-0.21, -0.09, -0.16], [0.18, 0.07, 0.06], [0.01, 0.04, 0.11], [0.19, 0.09, 0.11], [0.05, 0.00, -0.12], [-0.07, -0.04, -0.06], [-0.19, -0.06, 0.03], [-0.06, 0.00, 0.08], [0.08, 0.03, 0.08], [-0.06, 0.02, -0.06], [0.09, -0.13, -0.06], [0.46, 0.00, 0.20], [0.02, -0.16, -0.05], [0.04, 0.21, -0.14], [-0.07, -0.02, 0.01], [0.03, -0.02, -0.10], [-0.09, 0.04, -0.17], [0.08, 0.00, 0.07], [0.07, -0.02, 0.06], [0.01, -0.02, -0.01], [0.00, -0.04, 0.02], [0.04, 0.08, -0.03], [-0.02, -0.24, 0.00], [0.01, 0.01, 0.01], [-0.04, -0.03, 0.04], [0.03, 0.18, -0.18], [0.05, -0.02, 0.09], [-0.05, 0.03, -0.10], [-0.02, 0.01, -0.09], [0.07, 0.04, 0.06], [0.07, 0.00, 0.07], [-0.12, 0.06, -0.06]], "e_tot_ev": -48830.8147, "homo_energy_ev": -8.53, "largest_force_ev_per_a": 0.807, "smiles": "CCCCn1c(N)c(N(CCOC)C(=O)COc2ccc(Cl)cc2)c(=O)[nH]c1=O", "homo_lumo_gap_ev": 9.04}